(1)
Molecular formula: C6H13NO
Method: DFT, ωB97M-V/def2-TZVPD

Properties
Energy above the lowest of the compared OMol25 structures with the same formula, charge and spin (kcal/mol): 37.0
Total charge: 0
E_HOMO (eV): -8.62
SMILES: CCCCNCC=O

```
21
Properties=species:S:1:pos:R:3:nbo_charge:R:1
O -0.277 -0.060 3.633 -0.521
N -1.092 0.636 0.174 -0.641
C -1.141 0.838 1.580 -0.336
C 0.638 -0.438 -3.466 -0.607
C 1.509 -0.699 -2.243 -0.394
C 0.762 -0.692 -0.913 -0.417
C 0.179 0.674 -0.523 -0.218
C -0.530 -0.227 2.471 0.426
H 2.358 -0.009 -2.266 0.197
H 1.303 -0.293 -4.318 0.213
H 1.445 -1.028 -0.129 0.205
H 0.039 1.283 -1.426 0.185
H -2.163 0.949 1.946 0.231
H 0.099 0.512 -3.357 0.196
H -0.721 1.806 1.871 0.217
H -0.347 -1.217 1.983 0.095
H -0.018 -1.470 -0.942 0.195
H 0.912 1.200 0.086 0.197
H -1.780 0.002 -0.200 0.371
H 1.923 -1.696 -2.402 0.203
H -0.097 -1.217 -3.607 0.203
```



(2)
Molecular formula: C6H13NO
Method: DFT, ωB97M-V/def2-TZVPD

Properties
Energy above the lowest of the compared OMol25 structures with the same formula, charge and spin (kcal/mol): 82.4
Total charge: 0
E_HOMO (eV): -7.77
SMILES: C=C(CC)N(C)OC

```
21
Properties=species:S:1:pos:R:3:nbo_charge:R:1
O 1.328 -1.230 0.493 -0.384
N 0.208 -0.379 0.579 -0.179
C 2.067 -1.127 1.710 -0.263
C 1.345 1.447 -0.494 -0.498
C 0.218 0.755 -0.244 0.181
C -1.079 1.261 -0.856 -0.438
C -0.984 -1.151 0.917 -0.419
C -1.622 0.349 -1.951 -0.608
H -2.319 0.902 -2.590 0.211
H 1.350 2.334 -1.119 0.202
H 3.061 -0.734 1.479 0.180
H -2.175 -0.495 -1.529 0.200
H 1.590 -0.483 2.458 0.197
H -0.917 2.251 -1.303 0.220
H -1.265 -1.814 0.094 0.184
H -1.836 1.417 -0.079 0.205
H 2.179 -2.132 2.127 0.179
H 2.296 1.148 -0.070 0.197
H -0.822 -0.047 -2.585 0.216
H -1.829 -0.501 1.165 0.208
H -0.793 -1.773 1.798 0.209
```



Number 1: frontier orbital gap 9.6 eV, M 115.2 g mol⁻¹, energy -9969.5689 eV. Number 2: frontier orbital gap 8.8 eV, M 115.2 g mol⁻¹, energy -9967.6000 eV.